No. 1
Entry from the OMol25 dataset: a structure of composition C7H7N3O2S in a non-equilibrium geometry (ωB97M-V/def2-TZVPD).

Relative energy (zero: lowest compared OMol25 entry of this formula, charge and spin), kJ/mol: 262.3
Highest occupied orbital energy (alpha / beta), Ha: -0.2846 / -0.2846
2S+1: 1
Kohn-Sham gap (alpha / beta), eV: 6.64 / 6.65
Lowest unoccupied orbital energy (alpha / beta), eV: -1.10 / -1.10
M, g mol⁻¹: 197.22

Positions of all 20 atoms, in Å:
C -3.027 -0.418 0.135
C -3.574 0.887 0.081
C -1.650 -0.594 0.087
C -2.616 1.981 0.001
C -0.821 0.491 -0.051
C 2.402 -0.741 -0.017
C 3.247 -1.984 -0.213
N -1.290 1.777 -0.012
N 1.202 -0.777 -0.325
N 0.508 0.328 -0.131
O 2.368 2.645 -0.567
O 3.018 0.372 0.482
S 2.111 1.809 0.559
H -3.560 -1.279 0.431
H -4.731 1.176 0.195
H -1.121 -1.653 -0.009
H -3.063 2.944 -0.092
H 3.765 -2.260 0.703
H 4.230 -1.827 -0.768
H 2.604 -2.875 -0.490

***

No. 2
Entry from the OMol25 dataset: a structure of composition C28H56EuP2Si in a non-equilibrium geometry (ωB97M-V/def2-TZVPD).

Highest occupied orbital energy (alpha / beta), Ha: -0.3287 / -0.3537
Net charge: +1
2S+1: 7
Kohn-Sham gap (alpha / beta), eV: 5.12 / 7.46
Lowest unoccupied orbital energy (alpha / beta), eV: -3.83 / -2.16
M, g mol⁻¹: 634.75

Positions of all 88 atoms, in Å:
Eu -0.083 0.196 -0.388
C -2.207 1.757 0.194
C -2.624 0.846 -0.814
C -2.394 -0.354 1.136
C -2.121 1.024 1.413
C -2.736 -0.465 -0.233
C -2.106 3.232 0.031
H -1.749 3.557 -0.953
H -1.476 3.738 0.769
H -3.114 3.642 0.145
C -2.031 1.604 2.778
H -1.803 2.672 2.745
H -1.292 1.119 3.420
H -3.001 1.464 3.275
C -2.513 -1.446 2.138
H -3.571 -1.577 2.385
H -2.000 -1.229 3.076
H -2.165 -2.422 1.783
C -3.452 -1.640 -0.788
H -4.516 -1.458 -0.583
H -3.187 -2.573 -0.276
H -3.330 -1.808 -1.865
C -3.277 1.330 -2.051
H -4.218 1.779 -1.683
H -3.478 0.534 -2.779
H -2.710 2.118 -2.569
C 1.237 0.629 -3.337
C 0.220 1.502 -3.489
C -0.377 1.776 -4.856
C -1.267 0.622 -5.450
C -1.377 -0.663 -4.641
C -0.342 -1.504 -4.539
C 0.998 -1.194 -5.197
C 1.864 -0.066 -4.534
H 0.408 2.010 -5.601
H -0.828 0.365 -6.430
H -1.003 2.681 -4.789
H 2.137 0.658 -5.329
H 1.623 0.307 -2.360
H -0.288 1.989 -2.652
H 2.810 -0.528 -4.203
H 1.590 -2.126 -5.211
H -0.401 -2.454 -4.001
H 0.821 -0.896 -6.246
H -2.282 1.019 -5.630
H -2.340 -0.841 -4.160
P 1.560 2.152 0.733
C 1.063 2.875 2.306
H 1.971 3.454 2.482
H 0.908 2.129 3.088
H 0.151 3.468 2.163
C 3.209 1.418 0.907
H 3.707 2.300 1.326
H 3.569 1.121 -0.095
H 3.159 0.553 1.591
C 1.660 3.569 -0.404
H 2.105 3.224 -1.354
H 2.306 4.184 0.237
H 0.641 3.982 -0.547
P 0.729 -2.449 -0.194
C -0.604 -3.591 -0.653
H 0.054 -4.378 -1.033
H -1.315 -3.175 -1.391
H -1.085 -3.848 0.304
C 2.379 -2.514 -0.969
H 2.233 -2.597 -2.058
H 2.744 -3.401 -0.436
H 2.962 -1.610 -0.693
C 1.100 -3.129 1.451
H 1.293 -4.159 1.115
H 0.197 -3.049 2.084
H 1.963 -2.574 1.859
C 2.660 -2.355 4.243
Si 1.646 -0.795 4.177
C 0.207 -0.980 5.375
C 2.700 0.644 4.706
C 0.706 -0.428 2.595
H 3.046 -2.430 5.275
H 3.514 -2.293 3.552
H 2.065 -3.252 4.018
H 0.619 -1.158 6.377
H -0.425 -0.081 5.431
H -0.443 -1.833 5.126
H 3.527 0.805 4.000
H 2.127 1.575 4.821
H 3.122 0.367 5.686
H -0.047 -1.197 2.479
H 0.268 0.530 2.667

***

No. 3
Entry from the OMol25 dataset: a structure of composition C21H21HgOP (ωB97M-V/def2-TZVPD).

Relative energy (zero: lowest compared OMol25 entry of this formula, charge and spin), kJ/mol: 0.0
Highest occupied orbital energy (alpha / beta), Ha: -0.0727 / -0.1558
Net charge: -1
2S+1: 2
Kohn-Sham gap (alpha / beta), eV: 4.78 / 7.04
Lowest unoccupied orbital energy (alpha / beta), eV: 2.81 / 2.80
M, g mol⁻¹: 520.96

Positions of all 45 atoms, in Å:
Hg 2.117 1.469 2.147
C 1.048 -1.246 -3.102
C 1.053 -2.289 -2.183
C 0.603 -2.075 -0.891
C 0.129 -0.824 -0.493
C 0.126 0.213 -1.421
C 0.584 0.001 -2.717
P -0.377 -0.630 1.272
C -1.916 -1.648 1.161
C -2.860 -1.525 0.138
C -3.960 -2.364 0.078
C -4.130 -3.360 1.034
C -3.200 -3.503 2.050
C -2.104 -2.646 2.112
C -0.923 1.107 1.313
C -2.255 1.520 1.337
C -2.571 2.873 1.327
C -1.546 3.808 1.264
C -0.221 3.388 1.258
C 0.137 2.038 1.313
H 1.419 -1.405 -4.107
H 1.427 -3.264 -2.469
H 0.629 -2.887 -0.172
H -0.218 1.195 -1.124
H 0.589 0.824 -3.422
H -2.714 -0.775 -0.632
H -4.687 -2.245 -0.717
H -4.984 -4.025 0.981
H -3.322 -4.279 2.796
H -1.379 -2.751 2.911
H -3.057 0.794 1.390
H -3.606 3.190 1.361
H -1.780 4.867 1.230
H 0.559 4.144 1.215
C 3.679 -0.156 -0.657
C 4.205 1.184 -0.137
C 3.505 2.343 -0.855
O 4.113 1.280 1.245
H 3.978 -0.343 -1.695
H 2.587 -0.182 -0.610
H 4.066 -0.961 -0.029
H 5.274 1.235 -0.426
H 2.418 2.235 -0.781
H 3.773 2.389 -1.917
H 3.789 3.285 -0.380